The following is a quantum chemistry calculation of a structure of composition C30H28N6O2PtS3 in a non-equilibrium geometry, from OMol25.

## Properties
Gap between HOMO and LUMO in eV: 6.8

```
! RIJCOSX wB97M-V def2-TZVPD def2/J DEFGRID3
* xyz 0 1
Pt -0.0178 0.0163 0.2310
N -2.1662 -6.3338 -3.4390
C -2.0572 -4.9978 -3.1682
C -0.8430 -4.3307 -3.3685
C -0.7571 -2.9682 -3.1745
C -1.8819 -2.2607 -2.7897
C -3.0860 -2.9010 -2.5619
C -3.1735 -4.2648 -2.7456
S -1.7428 -0.5273 -2.4502
O -2.8611 0.2111 -2.9643
O -0.4257 -0.0716 -2.8372
N -1.6876 -0.4274 -0.8155
C -2.6312 -0.5769 0.0994
N -2.1705 -0.2548 1.3403
C -2.9829 -0.3839 2.3734
C -4.2893 -0.8200 2.2061
C -4.6688 -1.1397 0.9090
N -3.8628 -1.0234 -0.1337
H -1.3246 -6.8687 -3.5621
H -2.9772 -6.8268 -3.1100
H 0.0258 -4.8933 -3.6760
H 0.1668 -2.4319 -3.3196
H -3.9306 -2.3147 -2.2370
H -4.1055 -4.7797 -2.5682
H -2.5849 -0.1274 3.3464
H -4.9614 -0.9121 3.0427
H -5.6604 -1.5167 0.6976
C 1.0821 5.6064 1.8498
C 2.5732 5.2507 1.7713
C 3.0780 5.4200 0.3319
C 3.3371 6.2403 2.6567
C 2.7630 3.8047 2.2144
C 3.5831 3.4721 3.2916
C 3.7564 2.1547 3.6908
C 3.0879 1.1584 3.0166
S 3.1557 -0.5680 3.3119
C 1.9648 -0.8051 2.0627
N 1.5959 0.3487 1.4240
C 2.2167 1.4496 1.9437
C 2.0963 2.7859 1.5422
C 1.3260 -2.0163 1.7314
C 1.6567 -3.2858 2.2457
C 0.9872 -4.3990 1.7951
C -0.0243 -4.2865 0.8497
C -0.3896 -3.0284 0.3600
C 0.2735 -1.9030 0.7841
H 0.9234 6.6351 1.5332
H 0.7305 5.5054 2.8746
H 0.4833 4.9594 1.2150
H 2.9771 6.4586 0.0234
H 2.5173 4.8025 -0.3645
H 4.1288 5.1456 0.2672
H 3.1819 7.2520 2.2889
H 4.4054 6.0411 2.6429
H 2.9812 6.2007 3.6831
H 4.1030 4.2350 3.8448
H 4.3958 1.9156 4.5265
H 1.4725 3.0074 0.6925
H 2.4484 -3.3631 2.9762
H 1.2460 -5.3724 2.1874
H -0.5386 -5.1659 0.4913
H -1.2019 -2.9685 -0.3520
S -0.2320 3.5470 -2.6594
C -1.3731 3.7328 -1.3822
C -1.1480 2.8059 -0.4165
N -0.1027 1.9795 -0.6644
C 0.4731 2.2439 -1.8026
H -2.1260 4.4935 -1.4191
H -1.6882 2.6982 0.5101
H 1.3169 1.7060 -2.1864
*
```



The following is a quantum chemistry calculation of a structure of composition C30H29ClCsN3O10P in a non-equilibrium geometry, from OMol25.

## Properties
Gap between HOMO and LUMO in eV: 7.8
Energy above the lowest of the compared OMol25 structures with the same formula, charge and spin in kcal per mole: 29.0

```
! RIJCOSX wB97M-V def2-TZVPD def2/J DEFGRID3
* xyz -1 1
Cs -0.1285 0.0746 3.4724
O 4.5205 -1.9923 2.4968
C 3.5386 -1.1367 2.1189
O 2.6134 -1.4744 1.4380
C 3.7786 0.2611 2.6172
C 5.0640 0.7542 2.7653
C 5.2017 2.0884 3.1276
C 4.0686 2.8470 3.3332
C 2.8134 2.2499 3.2018
N 2.6778 0.9750 2.8434
C 1.5388 3.0839 3.4444
O 1.6674 4.2976 3.2335
O 0.5299 2.4265 3.7874
H 4.2730 -2.8444 2.1038
H 5.9184 0.1165 2.5934
H 6.1862 2.5263 3.2406
H 4.1062 3.8960 3.5889
O -2.0135 -3.5486 5.0111
Cl -1.4790 -2.3406 4.4590
O -2.2889 -1.1991 4.8393
O -1.4637 -2.4277 2.9978
O -0.1159 -2.1292 4.9144
O -0.0657 -4.2456 1.2829
N -0.1404 -3.5928 0.0684
C 0.4655 -4.2185 -0.8548
C 0.4979 -3.7115 -2.2305
C 0.8684 -4.6160 -3.2256
C 0.9630 -4.2311 -4.5536
C 0.6891 -2.9130 -4.8949
C 0.3210 -2.0101 -3.9062
C 0.2138 -2.3887 -2.5716
P -0.1478 -1.1849 -1.2384
C -1.9692 -1.3804 -1.1593
C -2.7727 -1.4495 -2.2931
C -4.1489 -1.5847 -2.1790
C -4.7309 -1.6685 -0.9195
C -3.9340 -1.6179 0.2162
C -2.5588 -1.4750 0.0941
C 0.0276 0.3671 -2.1858
C 1.3308 0.7959 -2.4526
C 1.5731 1.9977 -3.0976
C 0.5115 2.8134 -3.4663
C -0.7854 2.4133 -3.1832
C -1.0255 1.1964 -2.5571
H -0.5502 -3.6393 1.8803
H 0.9722 -5.1584 -0.6341
H 1.0958 -5.6357 -2.9394
H 1.2492 -4.9517 -5.3082
H 0.7621 -2.5806 -5.9227
H 0.1140 -0.9820 -4.1785
H -2.3190 -1.3925 -3.2778
H -4.7626 -1.6278 -3.0701
H -5.8030 -1.7909 -0.8256
H -4.3723 -1.7092 1.2019
H -1.9382 -1.4830 0.9805
H 2.1671 0.1870 -2.1262
H 2.5923 2.3076 -3.2913
H 0.6956 3.7633 -3.9527
H -1.6211 3.0516 -3.4454
H -2.0417 0.9043 -2.3303
C -2.0043 4.4521 0.9039
N -1.9466 3.0164 0.7697
C -3.1693 2.2918 1.0347
C -0.7877 2.3233 0.5966
C 0.4608 3.0987 0.2578
O -0.7593 1.1026 0.6850
H -2.5477 4.7125 1.8158
H -2.5196 4.9159 0.0558
H -1.0114 4.8770 0.9913
H -3.9802 2.6967 0.4224
H -3.4575 2.3779 2.0878
H -3.0259 1.2412 0.7939
H 0.2897 3.7462 -0.6026
H 1.2312 2.3731 0.0114
H 0.7982 3.7127 1.0953
*
```



The following is a quantum chemistry calculation of a structure of composition C30H29ClN7O10SW in a non-equilibrium geometry, from OMol25.

## Properties
Gap between HOMO and LUMO (spin up / spin down) in eV: 5.8 / 6.0
Energy above the lowest of the compared OMol25 structures with the same formula, charge and spin in kcal per mole: 254.5
<S²>: 2.03

```
! RIJCOSX wB97M-V def2-TZVPD def2/J DEFGRID3
* xyz -1 3
W 1.7791 -0.6690 1.1968
C -1.9922 0.6698 1.1596
C -0.8711 1.3026 1.9000
N 0.3839 0.8935 1.9559
C 1.0470 1.7119 2.8418
C 0.1807 2.6378 3.3310
N -1.0196 2.3586 2.7207
C 0.2642 3.7568 4.3022
O 1.4272 3.9811 4.8658
O -0.7342 4.4006 4.5371
C 2.4937 1.4808 3.0686
O 3.1250 2.1714 3.8524
O 2.9761 0.5211 2.3536
H -1.8145 -0.4023 1.0712
H -2.0798 1.0816 0.1569
H -2.9274 0.8375 1.6934
H -1.8641 2.8764 2.9081
H 2.1403 3.3487 4.5399
O 0.5711 -1.9997 1.8302
N 1.5610 -1.7681 2.8733
N 2.6369 -2.5576 2.5257
O 3.1572 -2.0371 1.3684
C 3.3358 -3.4186 3.3462
C 2.7551 -3.8552 4.5384
C 3.4561 -4.7288 5.3501
C 4.7217 -5.1785 4.9943
C 5.2840 -4.7370 3.8044
C 4.6061 -3.8585 2.9762
H 1.7684 -3.5056 4.8074
H 3.0032 -5.0638 6.2750
H 5.2612 -5.8622 5.6360
H 6.2705 -5.0761 3.5139
H 5.0396 -3.5070 2.0510
Cl 3.2562 0.8070 -0.7592
S 1.3725 -1.8005 -0.9265
C -0.2308 -2.3020 -0.7125
N -1.3395 -2.6043 -0.5757
C -5.9288 -3.1608 -2.1926
C -5.1018 -2.3181 -3.1289
C -5.1380 -2.5853 -4.4932
C -4.3542 -1.8614 -5.3751
C -3.5179 -0.8652 -4.9044
C -3.4851 -0.5767 -3.5426
N -2.6262 0.4062 -2.9943
C -1.9643 1.3877 -3.7032
C -2.5910 2.0686 -4.7599
C -1.9366 3.0710 -5.4443
C -0.6355 3.4498 -5.1129
C -0.0123 2.8090 -4.0666
C -0.6629 1.8004 -3.3512
C 0.0469 1.2079 -2.2173
O 3.7835 -0.3523 -1.6357
O -0.3755 0.5711 -1.3097
C -4.2869 -1.2918 -2.6441
C -4.2332 -0.9502 -1.1808
H -6.4512 -3.9404 -2.7454
H -6.6773 -2.5668 -1.6638
H -5.3025 -3.6424 -1.4397
H -5.7749 -3.3807 -4.8611
H -4.3733 -2.0877 -6.4337
H -2.8666 -0.3429 -5.5894
H -2.1583 0.1096 -2.1482
H -3.6085 1.8130 -5.0200
H -2.4556 3.5775 -6.2488
H -0.1326 4.2339 -5.6614
H 0.9910 3.0693 -3.7536
H -4.3143 0.1292 -1.0344
H -3.2924 -1.2963 -0.7425
H -5.0357 -1.4309 -0.6269
N 2.5012 2.7372 0.3660
C 3.0787 3.8485 1.0821
C 4.5050 3.6750 1.5652
O 5.0807 4.5520 2.1602
O 5.1587 2.5285 1.3234
H 1.5098 2.9574 0.2574
H 4.7050 1.8775 0.7750
H 3.2730 1.9402 -1.3986
H 2.5403 4.1282 2.0066
H 3.1189 4.7961 0.5168
*
```